Record 1
13
Properties=species:S:1:pos:R:3 method="wB97M-V/def2-TZVPD" smiles="N/C=C/N.O" charge=0 orbital_gap_ev=8.6 lumo_ev=0.89 relative_energy_ev=2.3907
C -0.93 0.56 0.67
C 0.41 0.83 0.79
N 1.25 1.74 0.02
N -1.63 -0.40 1.38
H -1.55 0.87 -0.21
H 1.04 0.32 1.61
H 1.68 1.28 -0.71
H 1.89 2.16 0.58
H -1.48 -0.54 2.34
H -2.53 -0.73 1.10
H 0.38 -2.04 -1.75
H 0.74 -2.38 -3.21
O 0.71 -1.65 -2.63

---

Record 2
16
Properties=species:S:1:pos:R:3 method="wB97M-V/def2-TZVPD" charge=0 orbital_gap_ev=8.5 lumo_ev=-0.09 relative_energy_ev=11.8653
C 0.08 0.95 0.63
C 0.70 0.99 -0.78
C -0.15 -0.16 -0.46
C 0.25 -1.54 -0.30
C 0.45 -2.72 0.06
C -1.49 0.01 -1.08
C -2.55 -0.12 -1.68
H 0.39 1.13 2.81
H 0.99 -0.90 1.62
H -0.80 1.60 0.85
H 0.19 1.81 -1.34
H 2.09 1.35 0.64
H 0.39 -3.81 0.43
H -3.41 0.34 -2.49
N 0.84 0.54 1.70
O 2.02 0.54 -0.61

---

Record 3
31
Properties=species:S:1:pos:R:3 method="wB97M-V/def2-TZVPD" charge=+1 orbital_gap_ev="8.2 / 7.4" lumo_ev="-4.66 / -6.90" multiplicity=6 relative_energy_ev=0.8091
Ir 1.41 0.32 1.89
N -0.96 0.52 -2.24
C -1.33 -0.03 -0.89
C -2.78 -0.54 -0.95
P -0.18 -1.38 -0.40
O -0.99 -2.67 -0.77
O 1.06 -1.36 -1.31
O 0.05 -1.27 1.09
P -1.26 1.51 0.22
O -2.64 1.39 1.00
O -1.19 2.61 -0.76
O -0.18 1.44 1.32
H -1.62 0.22 -2.96
H -0.01 0.26 -2.53
H -1.00 1.56 -2.12
H -2.87 -1.33 -1.69
H -3.46 0.27 -1.19
H -3.08 -0.95 0.02
H -0.51 -3.51 -0.72
H -3.05 2.24 1.21
Cl -0.36 -0.27 4.32
C 1.30 0.15 4.07
H 1.96 -0.67 4.36
H 1.56 1.10 4.52
F 3.59 -1.79 -1.50
Te 2.76 -0.25 -0.95
F 2.70 1.55 0.86
F 4.37 0.60 -0.90
F 1.36 1.03 -1.00
F 2.70 0.16 -2.74
O 2.65 -0.92 0.75

---

Record 4
17
Properties=species:S:1:pos:R:3 method="wB97M-V/def2-TZVPD" smiles=NCCCO.O charge=0 orbital_gap_ev=9.9 lumo_ev=0.64 relative_energy_ev=1.3169
C 1.65 -0.54 1.49
C 0.26 0.21 1.37
C -0.56 0.06 0.10
O -1.38 -1.08 -0.05
N 2.23 -1.12 2.70
H 1.52 -1.34 0.77
H 2.40 0.11 1.04
H -0.19 -0.04 2.34
H 0.41 1.30 1.51
H -1.21 0.93 0.09
H 0.12 0.29 -0.72
H -1.75 -1.33 0.80
H 1.66 -1.09 3.53
H 2.45 -2.10 2.53
H -3.09 1.55 -5.47
H -1.80 2.00 -5.91
O -2.72 2.17 -6.14